Molecular formula: C35H41AsCrSSi
Method: DFT, ωB97M-V with the def2-TZVPD basis set

Output
* LUMO (alpha / beta): -0.11996 / -0.12923 Ha
* multiplicity: 4
* charge: +1
* expectation value of S²: 3.8502
* HOMO-LUMO gap (alpha / beta): 7.03 / 6.92 eV

Element x y z (Å)
H  -3.901  0.731  -4.848
H  2.240  -4.436  3.296
H  3.194  -0.357  -2.873
C  -0.437  -3.349  -3.046
C  -0.587  -0.784  3.279
C  -2.955  1.241  -4.739
C  0.459  -1.109  -3.110
C  -0.851  0.223  2.197
C  3.276  0.722  -2.780
C  -0.507  2.537  -4.482
C  -2.305  1.109  0.433
C  0.074  1.275  1.953
As  0.393  0.660  -2.332
H  0.475  -0.879  3.476
C  -0.306  -2.090  -2.473
C  -0.801  1.444  -3.675
H  -4.000  -0.755  1.298
H  -1.386  3.305  -1.590
C  3.470  3.479  -2.464
H  0.948  -3.726  2.350
H  0.871  3.921  1.861
H  5.206  -2.532  3.160
H  0.458  3.027  -4.411
H  1.646  3.145  0.471
H  1.884  0.403  2.685
S  -1.199  -1.704  -1.015
C  -1.447  2.992  -5.394
C  4.521  -1.827  2.698
H  3.258  -4.624  0.014
H  1.087  1.501  3.817
C  -1.871  3.366  -0.610
C  0.961  -2.664  -4.877
C  0.689  3.473  0.885
C  -3.031  -0.940  1.749
H  1.996  2.132  2.451
C  -0.249  2.302  1.031
H  -3.640  -0.116  -0.701
H  1.640  -2.847  3.703
C  2.235  2.856  -2.408
C  -2.667  2.350  -5.519
H  -0.964  -1.767  3.008
H  -4.418  1.286  0.038
H  3.552  4.549  -2.340
H  -1.231  3.852  -6.006
H  0.297  4.247  0.231
H  -2.245  -0.079  -3.205
C  1.875  -3.506  2.872
H  1.334  3.434  -2.220
C  4.609  2.720  -2.683
C  3.984  -4.121  0.645
C  1.077  -1.400  -4.319
C  -1.452  2.226  0.282
H  1.446  -2.897  -5.812
H  -1.072  -0.475  4.206
H  -2.665  -1.901  1.382
C  0.202  -3.631  -4.238
H  -3.398  1.469  -1.397
C  -2.042  0.149  1.444
C  2.226  -1.517  0.662
H  0.094  -4.606  -4.685
H  5.108  -1.171  2.062
H  4.098  -1.222  3.496
C  -3.510  0.936  -0.455
C  2.124  1.479  -2.597
H  1.650  -0.626  -4.821
H  4.768  -3.726  0.006
H  -2.944  3.363  -0.767
Si  3.182  -2.749  1.696
Cr  -0.242  0.206  -0.071
C  1.444  -0.757  0.114
H  -3.172  -1.016  2.824
H  -3.398  2.712  -6.224
H  4.433  -4.874  1.288
H  5.574  3.201  -2.729
H  -1.057  -4.088  -2.564
C  4.513  1.346  -2.834
C  -2.027  0.795  -3.816
H  5.406  0.759  -2.990
H  -1.617  4.322  -0.158
C  1.333  1.338  2.769

=====

Molecular formula: C2H6IO2P
Method: DFT, ωB97M-V with the def2-TZVPD basis set

Output
* LUMO (alpha / beta): 0.02787 / -0.11945 Ha
* multiplicity: 3
* expectation value of S²: 2.0077
* HOMO-LUMO gap (alpha / beta): 8.30 / 5.37 eV

Element x y z (Å)
H  -0.973  -2.720  -0.061
H  1.424  0.188  1.357
C  1.211  -0.028  0.357
H  0.457  0.873  -1.324
O  0.193  -0.997  0.642
O  -2.308  -0.873  0.352
P  -0.977  -1.334  -0.446
H  1.700  1.812  -0.558
I  -3.574  0.641  0.041
H  1.901  -0.622  -0.139
C  0.844  1.195  -0.389
H  0.102  1.866  0.166

=====

Molecular formula: Cl3H3Si2
Method: DFT, ωB97M-V with the def2-TZVPD basis set

Output
* LUMO: 0.00133 Ha
* multiplicity: 1
* HOMO-LUMO gap: 10.20 eV

Element x y z (Å)
Cl  -2.974  -0.090  -1.681
Si  -1.883  -0.375  0.035
H  0.751  0.411  -0.994
Si  -0.034  1.110  0.061
H  -1.703  -1.792  0.130
Cl  -0.433  3.070  -0.131
Cl  -3.018  -0.343  1.725
H  0.352  1.307  1.368

=====

Molecular formula: C6H24N2O5
Method: DFT, ωB97M-V with the def2-TZVPD basis set

Output
* LUMO: -0.27053 Ha
* multiplicity: 1
* charge: +2
* HOMO-LUMO gap: 9.40 eV

Element x y z (Å)
H  2.333  1.846  -0.832
H  -0.410  2.746  1.591
N  -0.598  2.006  -1.367
H  1.038  3.295  -1.104
H  2.591  -0.327  -1.582
O  -2.819  0.534  0.113
C  -0.207  3.408  0.742
H  2.025  1.963  0.942
H  2.851  -1.597  3.103
H  0.445  -0.199  0.583
C  1.589  1.654  -0.015
O  -2.470  -2.260  -0.126
H  -2.087  -0.848  2.206
C  1.207  0.195  -0.084
O  -0.853  -0.535  -1.599
H  1.899  -4.025  -0.885
H  -2.221  -3.185  -0.006
H  0.435  -2.156  -0.963
H  -1.471  -0.674  -0.821
H  -0.242  1.123  -1.812
H  -3.369  -2.276  -0.476
H  -2.951  0.603  1.065
H  -1.218  -1.115  -2.281
H  0.390  4.301  0.890
H  -0.918  2.640  -2.120
H  -1.195  3.835  0.440
H  -1.350  1.684  -0.748
O  2.141  -2.078  2.649
C  1.861  -0.639  -0.881
H  1.876  -2.791  3.239
N  1.443  -2.016  -0.896
C  2.248  -2.994  -1.075
H  3.303  -2.830  -1.241
H  -0.874  -1.687  1.923
O  -1.135  -0.773  2.075
C  0.430  2.694  -0.376
H  -3.720  0.477  -0.270

=====

Molecular formula: C17H39BrN5O6P2
Method: DFT, ωB97M-V with the def2-TZVPD basis set

Output
* LUMO: -0.13912 Ha
* multiplicity: 1
* charge: +1
* HOMO-LUMO gap: 7.80 eV

Element x y z (Å)
C  2.489  -0.400  2.282
N  2.359  -0.302  -0.177
P  -0.633  1.973  3.878
H  -0.220  -3.672  -6.684
H  -1.526  -2.478  1.273
C  -0.745  -1.790  1.809
N  0.106  -1.129  -0.708
O  3.224  -1.210  -2.970
H  3.675  1.276  2.896
H  2.735  0.586  4.176
H  -3.946  3.365  4.547
C  -0.583  0.800  -2.410
H  3.480  -0.816  1.815
H  3.167  -1.020  -3.952
H  2.006  2.234  -1.056
O  4.295  1.276  -1.458
H  0.096  -5.378  -6.310
H  1.286  -1.829  -3.257
H  -1.955  -0.574  -1.201
N  1.929  -1.370  -2.550
H  -1.386  -0.239  4.817
H  -0.075  3.568  -0.171
P  2.993  1.329  -0.519
H  0.592  5.335  0.380
H  -3.029  3.078  2.919
H  1.055  0.983  0.854
C  1.439  -0.129  1.050
C  -0.492  -4.502  -6.025
H  -1.560  -4.703  -6.145
H  -0.259  -2.411  2.705
C  -0.104  4.423  0.647
H  -0.059  0.393  -4.644
C  -0.742  0.049  3.854
H  0.462  1.374  -2.394
Br  -1.966  2.300  -2.443
N  2.777  0.803  3.154
H  3.414  1.901  0.764
O  -1.995  2.539  4.804
C  -1.031  -6.372  -3.791
C  -0.804  -0.025  -3.811
O  0.278  -3.040  -4.291
H  0.333  4.416  2.993
H  -0.317  -7.091  -3.382
N  -0.476  -5.050  -3.629
C  1.523  -0.960  -1.295
H  -2.554  -0.984  2.936
C  -0.896  -0.049  -1.044
C  -2.403  5.004  4.180
H  -1.960  -6.421  -3.218
H  1.429  3.255  1.906
H  -1.862  0.319  1.765
H  1.182  -2.307  0.751
H  -0.749  -1.190  -3.707
C  -2.874  3.426  4.026
H  -3.376  5.657  3.959
O  0.678  2.422  4.703
H  -1.616  5.319  3.371
C  0.341  3.683  2.077
C  0.429  -1.382  0.747
C  -0.198  -4.131  -4.598
H  -2.041  5.250  5.291
H  -1.889  0.257  -4.213
H  2.018  -1.282  2.930
O  -0.569  2.538  2.232
C  -1.537  -0.534  2.503
H  0.298  -0.485  4.007
H  -1.234  -6.614  -4.834
H  -0.252  -4.730  -2.694
H  -1.253  4.732  0.738
H  -0.923  0.733  -0.158

=====

Molecular formula: C18H14NO6
Method: DFT, ωB97M-V with the def2-TZVPD basis set

Output
* LUMO: -0.17398 Ha
* multiplicity: 1
* charge: +1
* HOMO-LUMO gap: 7.14 eV

Element x y z (Å)
O  6.247  0.629  -0.388
O  -4.241  5.589  2.026
O  -3.930  0.970  2.789
H  -2.708  6.288  0.712
H  0.944  -4.007  -1.860
H  2.071  -2.329  1.356
C  -2.404  -3.211  -1.096
C  -2.287  2.075  1.387
C  0.075  -3.428  -1.447
C  -3.690  4.522  1.848
H  3.834  -0.227  -2.973
O  6.914  -1.152  -1.508
C  3.893  -1.423  0.409
H  -0.685  -0.412  0.359
H  -1.358  -4.928  -2.204
C  0.277  -2.146  -0.737
C  -1.827  3.309  0.763
C  -2.184  -1.950  -0.366
O  -1.711  1.005  1.234
N  1.686  -1.699  -0.671
C  -3.511  2.131  2.242
C  5.932  -0.402  -0.911
C  4.438  -0.832  -0.833
H  6.584  -2.017  -1.819
C  2.170  -1.123  -1.842
H  4.559  -1.546  1.298
C  -2.479  4.460  0.971
C  -0.835  -1.387  -0.176
C  -1.267  -3.972  -1.629
O  -2.076  5.607  0.405
C  3.537  -0.657  -1.990
H  -3.058  -1.381  0.042
C  -4.162  3.277  2.455
H  -3.422  -3.637  -1.251
H  1.483  -1.015  -2.721
H  -0.950  3.251  0.133
H  -3.295  0.294  2.488
C  2.486  -1.857  0.433
H  -5.048  3.331  3.072

=====

Molecular formula: C2H6N2O2S
Method: DFT, ωB97M-V with the def2-TZVPD basis set

Output
* LUMO: 0.02503 Ha
* multiplicity: 1
* HOMO-LUMO gap: 8.91 eV

Element x y z (Å)
S  2.493  0.154  -0.059
O  -1.241  2.241  -0.005
C  0.954  -0.739  -0.152
H  0.961  -1.483  0.645
H  2.862  -0.119  1.209
H  0.936  -1.220  -1.126
O  -1.502  -1.674  -0.039
C  -0.286  0.128  -0.100
H  -1.908  1.552  -0.232
N  -0.097  1.463  -0.001
N  -1.485  -0.306  0.064
H  -2.423  -1.903  0.155
H  0.735  1.906  -0.359

=====

Molecular formula: C4H11Cl2CoHo
Method: DFT, ωB97M-V with the def2-TZVPD basis set

Output
* LUMO (alpha / beta): 0.11476 / 0.07983 Ha
* multiplicity: 9
* charge: -1
* expectation value of S²: 20.0171
* HOMO-LUMO gap (alpha / beta): 6.78 / 6.74 eV

Element x y z (Å)
H  2.785  2.214  -0.787
H  -1.509  -0.846  -2.086
C  2.599  1.346  -1.442
C  -1.021  0.990  0.507
Cl  1.714  0.606  1.893
H  -1.805  -2.049  2.605
C  -0.453  -0.837  -2.399
Ho  0.844  0.046  -0.646
H  2.455  1.715  -2.470
H  -0.803  1.955  1.039
H  -0.356  -0.252  -3.323
Cl  0.589  -2.222  0.562
H  3.518  0.734  -1.446
H  -2.679  -0.505  2.128
Co  -0.236  -0.418  1.673
H  -1.607  -0.516  3.610
H  -2.131  0.851  0.583
H  -0.136  -1.873  -2.589
C  -1.768  -0.939  2.588

=====

Molecular formula: C25H29N5O3
Method: DFT, ωB97M-V with the def2-TZVPD basis set

Output
* LUMO: 0.00925 Ha
* multiplicity: 1
* HOMO-LUMO gap: 8.82 eV

Element x y z (Å)
H  -0.081  1.749  -0.412
H  -2.518  2.066  2.434
H  -1.325  -0.374  -1.649
N  0.246  2.103  0.483
C  -3.627  -0.450  -0.725
H  2.909  -2.001  -1.881
C  1.922  -2.441  -1.864
H  -1.631  -1.779  1.650
O  2.074  2.661  1.686
H  4.271  2.077  -2.406
H  3.941  1.155  1.778
N  -0.187  -0.374  2.376
H  -4.687  -1.513  0.786
H  0.387  -5.428  -2.169
C  0.974  -0.169  -1.455
C  1.162  -0.375  2.322
C  -0.475  -2.195  -1.701
C  -2.791  -1.657  -1.008
H  1.763  0.397  2.757
H  -0.439  1.198  3.681
H  5.511  1.127  0.981
C  -1.683  1.559  1.949
H  -2.792  0.867  -2.217
N  2.041  0.197  -0.734
H  -1.598  -4.003  -1.851
H  4.349  -0.156  0.665
O  -3.172  -2.780  -0.745
C  4.625  1.439  -1.599
H  -5.820  2.576  0.246
H  -2.085  0.973  1.119
H  -1.323  3.397  0.894
C  0.538  -2.151  1.336
C  -5.210  1.727  -0.026
H  5.694  1.597  -1.481
H  -0.178  3.100  2.223
N  -1.566  -1.355  -1.520
H  -6.091  0.425  1.430
C  -0.612  -3.571  -1.866
O  0.162  0.662  -1.889
H  4.057  2.807  -0.042
H  2.644  -4.424  -2.192
C  -0.598  -1.515  1.744
C  -5.361  0.521  0.639
C  -4.284  1.840  -1.050
C  0.812  -1.623  -1.681
N  1.630  -1.422  1.694
C  1.774  -3.802  -2.047
H  2.070  2.145  -1.373
C  4.453  0.910  0.853
H  4.463  0.402  -1.887
C  1.572  2.172  0.695
H  0.641  -3.086  0.824
C  2.383  1.583  -0.481
H  -4.179  2.774  -1.582
H  -1.829  0.100  3.528
C  -3.492  0.760  -1.401
C  -0.731  2.629  1.405
C  -4.579  -0.562  0.286
H  2.513  -0.500  -0.172
C  3.898  1.753  -0.293
C  0.506  -4.363  -2.036
C  -1.038  0.618  2.975

=====

Molecular formula: C39H48HgP2Si
Method: DFT, ωB97M-V with the def2-TZVPD basis set

Output
* LUMO: -0.00295 Ha
* multiplicity: 1
* HOMO-LUMO gap: 7.80 eV

Element x y z (Å)
C  5.563  2.654  -2.495
H  -5.359  -4.311  6.576
H  -3.208  -0.305  3.263
H  -1.994  -4.838  -1.177
H  9.310  2.527  -3.566
H  8.682  3.407  -1.313
H  -3.449  -1.505  0.588
H  -5.204  -5.250  0.588
H  -3.476  -6.931  0.941
C  4.167  -1.396  -1.126
C  1.900  -0.699  -0.620
H  -4.655  -2.793  5.991
C  -4.081  -3.486  0.883
C  2.913  2.739  -3.398
H  3.225  2.041  -4.183
H  -3.258  4.392  -0.147
H  5.159  1.932  -4.498
C  7.910  3.065  -2.005
C  -1.326  4.397  -1.095
H  -4.965  -4.125  4.858
C  1.840  3.552  -3.574
C  2.227  0.615  -0.958
C  -2.684  -0.085  4.204
C  -0.209  6.671  -3.743
C  -2.470  -4.273  8.049
H  -1.646  -4.205  4.109
C  5.918  2.227  -3.780
H  -3.846  -6.753  6.892
C  -1.907  -5.603  1.607
H  -3.822  -5.077  -0.530
H  5.525  0.161  -1.764
H  1.353  3.658  -4.552
H  0.888  -0.940  -0.287
H  -0.574  -4.063  5.519
H  3.133  8.342  -4.830
H  -0.604  2.946  -4.112
H  -1.227  -2.101  -0.060
Si  -2.904  -4.558  6.241
H  4.923  -2.181  -1.208
H  -4.359  3.150  -2.015
H  1.469  1.401  -0.916
C  -3.244  -2.571  0.400
P  3.838  2.690  -1.850
H  -0.833  4.936  -0.283
H  -2.229  -2.456  -1.454
C  -0.224  7.769  -4.609
H  7.521  1.797  -5.154
H  -3.020  2.450  -4.005
H  -3.835  -5.998  2.388
C  -1.401  -4.203  -0.501
C  -3.294  3.383  -2.069
H  -1.463  -6.145  2.448
C  -3.353  -5.933  1.400
C  2.195  7.871  -4.530
P  1.172  4.590  -2.268
H  -4.873  -3.197  1.593
H  -1.148  6.212  -3.431
Hg  -1.306  -1.656  4.664
H  -3.183  -4.782  8.714
H  -0.401  -4.060  -0.957
C  -1.571  -3.797  5.132
C  -0.579  4.033  -2.235
C  -4.142  -4.946  0.510
C  8.260  2.576  -3.272
C  7.262  2.166  -4.158
H  -1.468  -4.664  8.275
C  -2.546  2.988  -3.182
C  -2.680  4.082  -1.021
C  1.009  6.140  -3.299
C  -2.010  -2.782  -0.425
C  2.870  -1.706  -0.710
H  0.960  9.222  -5.683
H  -3.386  -0.135  5.046
H  6.284  3.514  -0.649
C  2.212  6.764  -3.681
C  -1.105  -4.860  0.825
C  4.509  -0.079  -1.444
C  -4.623  -3.884  5.875
H  -2.482  -3.202  8.287
C  -1.183  3.287  -3.254
H  -2.201  0.897  4.160
C  0.974  8.369  -5.002
H  3.160  6.362  -3.322
C  6.570  3.120  -1.625
H  -1.182  8.148  -4.979
H  -3.485  -6.783  5.161
H  -0.069  -4.708  1.168
H  2.606  -2.736  -0.457
C  3.535  0.926  -1.378
H  -2.182  -6.971  6.348
C  -3.115  -6.436  6.134